*one*
DFT (wB97M-V/def2-TZVPD) results for a 3-piece molecular cluster, CH9N3O2 overall.

The geometry in XYZ format:
```
15
Properties=species:S:1:pos:R:3:nbo_charge:R:1
N -2.198 -0.632 1.367 -0.86
C -1.015 -0.192 0.908 0.62
N -0.879 1.165 0.861 -0.83
N -0.157 -1.155 0.497 -0.93
H -1.810 -1.537 1.774 0.42
H -2.938 -0.068 1.891 0.39
H -1.784 1.700 0.950 0.39
H -0.065 1.630 0.354 0.45
H -0.704 -1.869 0.044 0.34
H 1.539 1.056 -1.642 0.51
H 2.525 2.090 -0.896 0.48
O 1.596 1.897 -1.060 -0.99
H 1.981 -1.472 -1.026 0.48
H 1.226 -1.691 -2.253 0.47
O 1.999 -1.189 -1.906 -0.95
```

Calculated values
SMILES string: N=C(N)N.O.O
HOMO level: -0.3079 hartree
M: 95.102 g/mol
LUMO: 0.8 eV
gap between HOMO and LUMO: 9.132 eV

*two*
DFT (wB97M-V/def2-TZVPD) results for a 3-piece molecular cluster, CH9N3O2 overall.

The geometry in XYZ format:
```
15
Properties=species:S:1:pos:R:3:nbo_charge:R:1
N -0.183 0.055 0.830 -0.90
C -0.140 -1.357 0.938 0.58
N 0.715 -2.010 0.114 -0.82
N -0.751 -1.929 1.907 -0.79
H -0.763 0.545 1.497 0.37
H -0.480 0.593 0.000 0.40
H 1.330 -1.472 -0.465 0.39
H 0.945 -2.900 0.521 0.41
H -1.475 -1.368 2.318 0.34
H -1.189 2.308 -0.816 0.48
H -2.431 1.422 -1.122 0.49
O -1.500 1.535 -1.287 -0.94
H 1.599 1.351 -2.123 0.47
H 2.064 1.411 -0.729 0.47
O 2.260 1.815 -1.580 -0.93
```

Calculated values
SMILES string: N=C(N)N.O.O
HOMO level: -0.3299 hartree
M: 95.102 g/mol
LUMO: 0.2 eV
gap between HOMO and LUMO: 9.225 eV

Decreasing stability: *two*, *one*

*one*
DFT (wB97M-V/def2-TZVPD) results for a 2-piece molecular cluster, C2H3NO4 overall.

The geometry in XYZ format:
```
10
Properties=species:S:1:pos:R:3:nbo_charge:R:1
C 0.325 2.532 1.359 0.79
C -0.357 -1.870 -0.961 0.68
N 0.547 2.042 0.276 -0.29
O -0.105 3.199 2.205 -0.50
O 1.435 1.111 -0.198 -0.52
O 0.081 -0.924 -1.575 -0.57
O -1.388 -1.693 -0.050 -0.73
H -0.091 -2.849 -1.144 0.12
H 0.946 0.516 -0.767 0.50
H -1.392 -2.064 0.855 0.52
```

Calculated values
SMILES string: O=C=NO.O=CO
HOMO level: -0.3549 hartree
M: 105.049 g/mol
LUMO: 0.2 eV
gap between HOMO and LUMO: 9.890 eV

*two*
DFT (wB97M-V/def2-TZVPD) results for a 2-piece molecular cluster, C2H3NO4 overall.

The geometry in XYZ format:
```
10
Properties=species:S:1:pos:R:3:nbo_charge:R:1
C 0.804 -1.074 -0.167 0.69
C -0.889 0.398 -0.221 0.60
N 1.704 -0.309 0.093 -0.20
O 0.332 -2.121 -0.126 -0.51
O 2.017 0.978 0.005 -0.49
O -0.346 1.454 -0.036 -0.58
O -1.639 -0.208 0.731 -0.68
H -0.941 0.050 -1.259 0.14
H 1.321 1.582 0.534 0.51
H -2.363 -0.750 0.446 0.51
```

Calculated values
SMILES string: O=C=NO.O=CO
HOMO level: -0.3597 hartree
M: 105.049 g/mol
LUMO: -0.1 eV
gap between HOMO and LUMO: 9.711 eV

Decreasing stability: *one*, *two*

*one*
DFT (wB97M-V/def2-TZVPD) results for C31H29F5IN4O2RuS4 as an isolated structure.

The geometry in XYZ format:
```
77
Properties=species:S:1:pos:R:3:lowdin_charge:R:1
Ru -1.915 0.242 -0.569 0.51
S -0.251 0.448 1.097 0.90
C 1.174 0.015 0.334 -0.56
N 2.333 -0.034 0.972 -0.09
C 3.564 -0.384 0.268 -0.08
C 3.519 0.189 -1.120 -0.07
N 2.297 -0.263 -1.790 -0.07
C 2.434 -0.566 -3.227 -0.11
C 3.228 -1.831 -3.434 -0.22
C 4.483 -1.782 -4.027 -0.05
C 5.224 -2.944 -4.199 -0.07
C 4.713 -4.159 -3.772 -0.07
C 3.458 -4.215 -3.178 -0.07
C 2.716 -3.057 -3.011 -0.03
C 1.172 -0.398 -1.120 -0.61
S -0.235 -1.014 -1.806 0.74
C 2.475 0.281 2.403 -0.10
C 3.095 1.643 2.599 -0.22
C 2.410 2.788 2.197 -0.04
C 2.986 4.037 2.359 -0.06
C 4.250 4.153 2.925 -0.07
C 4.934 3.018 3.330 -0.07
C 4.357 1.765 3.165 -0.05
H 3.682 -1.471 0.240 0.15
H 4.396 0.048 0.821 0.14
H 4.367 -0.167 -1.701 0.13
H 3.535 1.283 -1.097 0.15
H 2.946 0.286 -3.677 0.14
H 1.434 -0.627 -3.650 0.07
H 4.880 -0.833 -4.370 0.12
H 6.197 -2.898 -4.669 0.11
H 5.288 -5.066 -3.906 0.11
H 3.054 -5.164 -2.854 0.11
H 1.731 -3.105 -2.562 0.09
H 3.108 -0.494 2.838 0.14
H 1.493 0.212 2.865 0.10
H 1.418 2.705 1.766 0.09
H 2.443 4.922 2.056 0.11
H 4.696 5.130 3.057 0.11
H 5.915 3.104 3.777 0.11
H 4.889 0.878 3.492 0.12
F -1.782 3.156 5.790 0.15
C -2.165 2.753 4.588 -0.12
C -1.568 3.285 3.458 -0.14
F -0.610 4.203 3.576 0.13
C -1.970 2.853 2.209 -0.28
F -1.381 3.393 1.136 0.07
C -2.953 1.886 2.056 -0.46
S -3.486 1.305 0.472 0.79
C -3.563 1.393 3.203 -0.25
F -4.543 0.503 3.102 0.11
C -3.170 1.806 4.462 -0.13
F -3.748 1.308 5.547 0.15
C -2.550 -3.416 1.694 0.02
C -2.326 -1.950 1.394 -0.67
O -2.281 -1.116 2.273 -0.01
O -2.239 -1.688 0.100 -0.35
H -2.011 -3.682 2.600 0.09
H -2.247 -4.053 0.867 0.08
H -3.613 -3.567 1.898 0.09
C -6.606 0.280 -3.058 -0.01
N -6.072 -0.779 -2.212 -0.11
C -6.816 -1.772 -1.599 -0.03
C -5.964 -2.515 -0.865 -0.04
N -4.711 -1.973 -1.050 0.09
C -4.782 -0.908 -1.857 -0.70
S -3.483 0.072 -2.417 0.57
H -7.534 -0.068 -3.503 0.10
H -5.891 0.510 -3.843 0.08
H -6.791 1.175 -2.468 0.10
H -7.877 -1.859 -1.750 0.13
H -6.138 -3.375 -0.245 0.12
H -3.820 -2.229 -0.621 0.11
I -0.804 1.883 -3.688 0.77
C -0.949 1.832 -1.563 -0.88
H -1.516 2.719 -1.305 -0.04
H 0.068 1.965 -1.206 -0.05
```

Calculated values
HOMO level (spin up / spin down): -0.3904 / -0.3903 hartree
M: 940.831 g/mol
charge: +1
LUMO (spin up / spin down): -4.6 / -4.6 eV
gap between HOMO and LUMO (spin up / spin down): 6.055 / 6.056 eV

*two*
DFT (wB97M-V/def2-TZVPD) results for C31H29F5IN4O2RuS4 as an isolated structure.

The geometry in XYZ format:
```
77
Properties=species:S:1:pos:R:3:lowdin_charge:R:1
Ru -0.957 1.070 -1.391 0.29
S -1.092 0.460 0.938 0.75
C 0.583 0.229 1.290 -0.59
N 0.959 0.183 2.591 -0.10
C 2.348 -0.111 2.854 -0.09
C 3.180 0.742 1.908 -0.08
N 2.851 0.352 0.560 -0.08
C 3.926 0.311 -0.403 -0.12
C 4.802 -0.891 -0.150 -0.22
C 4.305 -2.159 -0.422 -0.04
C 5.102 -3.272 -0.232 -0.07
C 6.394 -3.124 0.244 -0.07
C 6.884 -1.865 0.544 -0.07
C 6.085 -0.749 0.356 -0.05
C 1.553 0.121 0.268 -0.65
S 1.112 -0.342 -1.338 0.72
C 0.020 0.008 3.675 -0.12
C -0.003 -1.434 4.126 -0.22
C 0.307 -1.767 5.437 -0.04
C 0.316 -3.092 5.834 -0.07
C 0.030 -4.090 4.920 -0.07
C -0.279 -3.765 3.610 -0.07
C -0.297 -2.440 3.214 -0.04
H 2.570 -1.171 2.674 0.15
H 2.570 0.115 3.896 0.14
H 4.247 0.593 2.070 0.14
H 2.938 1.802 2.059 0.15
H 4.506 1.235 -0.312 0.15
H 3.491 0.257 -1.404 0.09
H 3.295 -2.262 -0.793 0.09
H 4.717 -4.254 -0.459 0.11
H 7.018 -3.991 0.390 0.11
H 7.887 -1.748 0.924 0.11
H 6.465 0.236 0.587 0.11
H -0.964 0.332 3.327 0.08
H 0.325 0.655 4.502 0.14
H 0.540 -0.990 6.151 0.12
H 0.562 -3.342 6.854 0.11
H 0.036 -5.122 5.229 0.11
H -0.495 -4.542 2.892 0.11
H -0.526 -2.182 2.188 0.10
F -2.432 7.780 -2.073 0.14
C -1.761 6.655 -1.847 -0.13
C -0.447 6.526 -2.300 -0.14
F 0.136 7.537 -2.935 0.13
C 0.254 5.349 -2.082 -0.24
F 1.504 5.236 -2.524 0.10
C -0.332 4.275 -1.402 -0.52
S 0.554 2.821 -1.085 0.64
C -1.643 4.437 -0.945 -0.24
F -2.219 3.402 -0.282 0.01
C -2.366 5.596 -1.170 -0.15
F -3.624 5.697 -0.740 0.12
C -2.074 0.857 -5.664 0.05
C -2.210 1.532 -4.343 -0.55
O -3.477 1.867 -4.066 -0.10
O -1.279 1.779 -3.596 -0.05
H -3.049 0.649 -6.093 0.10
H -1.518 -0.070 -5.530 0.10
H -1.498 1.486 -6.340 0.11
C -4.440 -3.126 -2.825 -0.02
N -4.215 -2.658 -1.488 -0.12
C -4.847 -3.142 -0.374 -0.04
C -4.353 -2.484 0.702 -0.06
N -3.420 -1.602 0.234 0.07
C -3.347 -1.703 -1.104 -0.74
S -2.413 -0.767 -2.173 0.62
H -5.485 -2.999 -3.103 0.10
H -4.184 -4.183 -2.898 0.11
H -3.817 -2.557 -3.508 0.06
H -5.587 -3.912 -0.434 0.13
H -4.585 -2.574 1.741 0.12
H -2.856 -0.960 0.785 0.04
I -5.439 1.244 -1.996 0.87
C -3.792 2.368 -2.801 -0.62
H -2.950 2.234 -2.102 0.00
H -4.096 3.412 -2.849 0.08
```

Calculated values
HOMO level (spin up / spin down): -0.3531 / -0.3517 hartree
M: 940.831 g/mol
charge: +1
LUMO (spin up / spin down): -4.4 / -4.5 eV
gap between HOMO and LUMO (spin up / spin down): 5.160 / 5.108 eV

Decreasing stability: *one*, *two*

*one*
DFT (wB97M-V/def2-TZVPD) results for a 2-piece molecular cluster, C6H14O3 overall.

The geometry in XYZ format:
```
23
Properties=species:S:1:pos:R:3:nbo_charge:R:1
C -1.444 0.692 0.080 -0.06
C 2.140 0.894 1.126 -0.27
C -2.709 1.336 -0.437 -0.63
O 1.587 0.572 -0.150 -0.52
H -1.153 1.102 1.052 0.17
H -0.669 0.863 -0.669 0.18
H 1.835 1.913 1.380 0.19
H 1.744 0.226 1.897 0.19
H 3.232 0.835 1.106 0.20
H -3.130 0.777 -1.278 0.22
H -3.468 1.411 0.347 0.21
H -2.492 2.339 -0.818 0.21
C -0.985 -1.403 1.264 -0.24
C 1.339 -0.914 -1.989 -0.72
C 1.906 -0.689 -0.616 0.80
O -1.685 -0.758 0.215 -0.56
O 2.719 -1.430 -0.085 -0.59
H -1.081 -0.879 2.219 0.16
H -1.366 -2.424 1.350 0.19
H 0.067 -1.527 0.996 0.16
H 2.141 -1.209 -2.669 0.24
H 0.875 -0.009 -2.390 0.23
H 0.600 -1.718 -1.931 0.25
```

Calculated values
SMILES string: COC(C)=O.CCOC
HOMO level: -0.3565 hartree
M: 134.175 g/mol
LUMO: 0.8 eV
gap between HOMO and LUMO: 10.551 eV

*two*
DFT (wB97M-V/def2-TZVPD) results for a 2-piece molecular cluster, C6H14O3 overall.

The geometry in XYZ format:
```
23
Properties=species:S:1:pos:R:3:nbo_charge:R:1
O 1.927 1.535 -0.225 -0.73
C 3.626 -0.173 -0.687 -0.64
C 3.108 1.227 -0.967 -0.06
H 1.237 0.891 -0.488 0.47
H 3.822 -0.297 0.392 0.21
H 4.565 -0.351 -1.238 0.21
H 2.886 -0.929 -0.999 0.20
H 3.851 1.984 -0.650 0.18
H 2.931 1.363 -2.051 0.16
O -2.734 0.057 1.627 -0.52
O -1.259 -0.807 -0.639 -0.53
C -1.537 -0.700 1.761 -0.11
C -1.324 -1.586 0.550 -0.10
C -2.669 0.836 0.437 -0.11
C -2.457 -0.049 -0.773 -0.10
H -0.671 -0.023 1.890 0.17
H -1.634 -1.301 2.685 0.20
H -2.143 -2.326 0.475 0.17
H -0.371 -2.145 0.625 0.20
H -1.850 1.576 0.512 0.17
H -3.622 1.395 0.363 0.20
H -2.359 0.551 -1.698 0.20
H -3.322 -0.727 -0.902 0.17
```

Calculated values
SMILES string: C1COCCO1.CCO
HOMO level: -0.3512 hartree
M: 134.175 g/mol
LUMO: 0.9 eV
gap between HOMO and LUMO: 10.461 eV

Decreasing stability: *one*, *two*